No. 1
A cluster of 2 separate species, H5N2P in total in a non-equilibrium geometry. Source: OMol25; level of theory: ωB97M-V with the def2-TZVPD basis set.

The geometry in XYZ format:
```
8
Properties=species:S:1:pos:R:3:forces:R:3
H -2.24551 -0.86748 -0.54514 0.0068 0.1940 0.6712
N -1.97666 0.14061 -0.57733 -0.1462 -0.8424 -1.7834
N -1.85188 0.74712 0.45785 0.2272 1.1254 1.5899
H -2.01937 0.24851 1.35934 -0.1177 -0.4858 -0.4734
P 2.29351 0.42001 -0.04025 0.3647 0.7601 0.1655
H 2.45509 -0.76007 0.66824 0.1186 -0.5415 0.3908
H 0.91155 0.29753 -0.06297 -0.5598 0.0284 0.0092
H 2.43327 -0.22623 -1.25975 0.1064 -0.2383 -0.5698
```
Positions in Å, forces in eV/Å.

The calculation puts the energy above the lowest of the compared OMol25 structures with the same formula, charge and spin at 250.2 kJ/mol. The strongest force on any atom comes out at 1.98 eV/Å. The value obtained for the HOMO energy is -9.284 eV. The HOMO-LUMO gap is 10.1 eV. The SMILES is [H]/N=N\[H].P.


No. 2
A structure of composition C2H4InO2 in a non-equilibrium geometry. Source: OMol25; level of theory: ωB97M-V with the def2-TZVPD basis set.

The geometry in XYZ format:
```
9
Properties=species:S:1:pos:R:3:forces:R:3
In -1.92510 2.65159 -0.11397 1.1457 -1.5444 0.6631
O -1.01123 -0.04146 -1.53684 1.9388 -0.6050 2.3807
C 0.19917 -0.40801 -0.85606 -2.1169 0.4028 -0.7620
C 0.30143 -0.24761 0.89346 -1.4144 2.2621 1.1016
O -0.23428 0.90137 1.54576 0.6304 -1.0923 -2.8716
H 0.93640 0.15814 -1.42533 0.5791 0.7554 0.9158
H 0.48877 -1.44822 -1.00504 -0.5083 -0.4206 0.0560
H 1.35515 -0.45839 1.07605 0.7103 0.8405 -0.4961
H -0.11032 -1.10740 1.42197 -0.9647 -0.5985 -0.9875
```
Positions in Å, forces in eV/Å.

The calculation puts the energy above the lowest of the compared OMol25 structures with the same formula, charge and spin at 0.0 kJ/mol. Its expectation value of S² is 0.762. The strongest force on any atom comes out at 3.14 eV/Å. The value obtained for the HOMO energy (alpha / beta) is -8.027 / -7.857 eV. The HOMO-LUMO gap (alpha / beta) is 7.1 / 6.3 eV. The multiplicity is 2.


No. 3
An isolated molecule of C31H52O3. Source: OMol25; level of theory: ωB97M-V with the def2-TZVPD basis set.

The geometry in XYZ format:
```
86
Properties=species:S:1:pos:R:3:forces:R:3
C 5.43976 -3.65985 5.28051 -0.1600 0.1037 -0.0778
C 4.57575 -3.12639 4.16383 0.7460 -0.0124 -0.0379
O 4.98924 -2.62783 3.15266 -0.0993 -0.0220 0.0593
O 3.27887 -3.30113 4.45044 -0.7138 0.0181 0.0879
C 2.33606 -2.85382 3.50768 -0.2041 0.0611 -0.4433
C 2.10414 -1.48746 3.36607 0.0177 -0.2753 0.0933
C 2.84669 -0.49911 4.21419 0.0102 -0.0529 -0.0646
C 1.18816 -1.05899 2.41182 -0.1052 -0.1115 -0.0943
C 0.94309 0.40383 2.18543 -0.0375 -0.0897 -0.0394
C 0.49621 -2.00400 1.64336 0.3703 -0.1183 0.3528
C 0.70754 -3.37009 1.82725 -0.1291 0.1084 -0.1366
C 1.65342 -3.80221 2.75629 0.2965 0.2255 0.3409
C 1.92773 -5.26508 2.93947 0.0293 0.0662 0.0153
C -0.06565 -4.37341 1.01437 -0.1311 0.0601 -0.0392
C -1.25154 -3.71648 0.31661 0.2102 0.1532 0.0498
C -0.83901 -2.38046 -0.30500 -0.3641 -0.2003 -0.4315
C 0.28968 -2.55329 -1.32704 -0.1678 0.1151 0.3275
C -2.04653 -1.63716 -0.90176 0.2968 -0.2028 -0.0170
C -2.53776 -2.15751 -2.24996 -0.1599 0.1193 0.1742
C -3.77357 -1.40384 -2.75018 0.2605 0.1030 0.0529
C -3.51656 0.06442 -3.11330 -0.2392 -0.2128 -0.1535
C -4.84550 0.80815 -3.24360 0.2686 -0.0243 0.1373
C -2.69637 0.21872 -4.40599 0.0648 0.2122 0.1470
C -1.68913 1.36890 -4.31706 0.0388 -0.3041 -0.0322
C -0.43561 0.95875 -3.53957 -0.0358 0.4497 -0.1462
C 0.33313 2.13316 -2.91806 -0.0080 -0.3816 0.1757
C 1.76947 1.70727 -2.61743 -0.1754 0.2428 -0.1266
C -0.37440 2.60647 -1.64231 0.2279 0.3056 -0.3357
C 0.12280 3.95206 -1.11916 -0.2850 -0.2607 0.2341
C -0.66095 4.38825 0.11732 0.2303 0.3613 -0.2899
C -0.28075 5.78073 0.63212 -0.1046 -0.1747 0.2714
C -1.27532 6.22837 1.70241 0.1411 0.0445 -0.2734
C 1.13628 5.80737 1.20011 -0.1812 0.0924 -0.2540
O -0.38817 -1.50629 0.73310 -0.0547 0.0780 0.1241
H 6.22325 -2.94094 5.50456 0.0274 0.0244 -0.0241
H 4.83991 -3.85961 6.16290 0.0483 -0.0352 0.0623
H 5.91302 -4.58079 4.94570 0.0218 -0.0479 -0.0275
H 3.69956 -0.10172 3.66323 0.0711 0.0809 0.0203
H 3.21880 -0.97083 5.12093 0.0185 0.0536 0.0403
H 2.20142 0.32926 4.49493 0.0019 0.0782 0.0462
H 0.31365 0.53871 1.31165 0.0035 0.1275 -0.0109
H 1.88412 0.92918 2.03366 0.0501 0.1236 0.0032
H 0.43824 0.84738 3.04355 -0.0269 0.1220 0.0492
H 1.03622 -5.77924 3.29800 -0.0294 -0.1059 0.0059
H 2.72254 -5.41792 3.66356 -0.0097 -0.0859 -0.0169
H 2.22142 -5.71945 1.99413 0.0074 -0.1035 -0.0402
H 0.59661 -4.83786 0.27700 -0.0070 -0.0766 0.0126
H -0.42837 -5.17202 1.66536 0.0582 -0.0481 -0.0598
H -2.03612 -3.51728 1.05068 -0.0571 0.0186 -0.0393
H -1.65806 -4.37731 -0.44896 -0.0561 0.0092 -0.0204
H 0.44832 -1.62325 -1.86749 0.0191 0.0982 -0.0905
H 0.05229 -3.34255 -2.03440 -0.0037 -0.0892 -0.1206
H 1.21600 -2.80405 -0.81526 0.1002 -0.0723 0.0004
H -1.74766 -0.59196 -0.99116 0.0082 0.0596 0.0329
H -2.86315 -1.67589 -0.17743 -0.0356 0.0441 0.0754
H -1.74171 -2.07568 -2.98971 0.0857 -0.0809 -0.0725
H -2.79551 -3.21467 -2.15562 0.0671 -0.0788 -0.0731
H -4.17030 -1.91825 -3.62901 -0.1078 -0.0010 -0.0378
H -4.54100 -1.44315 -1.97342 -0.1014 -0.0544 0.0111
H -2.96366 0.52613 -2.29172 0.0741 0.0383 0.0348
H -5.38366 0.80602 -2.29798 -0.0987 0.0291 0.0814
H -4.67622 1.84182 -3.53709 -0.0478 0.1516 -0.0561
H -5.47445 0.33666 -3.99640 -0.0808 -0.0480 -0.1072
H -2.15314 -0.70162 -4.62581 0.0381 -0.0820 -0.0776
H -3.37937 0.39357 -5.23981 -0.0613 -0.0932 -0.0456
H -1.39848 1.68422 -5.32150 0.0186 0.1005 0.0115
H -2.16912 2.22429 -3.83856 -0.0490 0.1153 0.0094
H 0.22538 0.41037 -4.21501 0.0027 -0.1184 0.0078
H -0.71474 0.27619 -2.73637 0.0144 -0.1499 0.1122
H 0.35634 2.95873 -3.63856 -0.0309 0.0270 -0.0192
H 2.34483 2.53224 -2.20639 0.1410 0.0437 0.0795
H 2.26634 1.37147 -3.52530 0.0910 -0.0545 -0.0653
H 1.77899 0.89058 -1.89795 0.0164 -0.1388 0.1112
H -1.44605 2.69152 -1.83802 -0.1043 -0.0466 0.0560
H -0.24225 1.84909 -0.86503 -0.0529 -0.1290 0.0492
H 0.01251 4.70685 -1.90212 0.0559 0.0586 -0.0505
H 1.18133 3.87864 -0.87161 0.0998 0.0573 -0.0465
H -1.72621 4.38900 -0.12913 -0.0698 -0.0654 0.0294
H -0.50949 3.65795 0.91596 -0.0570 -0.0709 0.1081
H -0.33372 6.48579 -0.20572 -0.0112 -0.0272 -0.0107
H -1.02738 7.22381 2.06421 -0.0138 0.1056 0.0978
H -1.25556 5.54207 2.54656 -0.0151 -0.0841 0.1388
H -2.28719 6.25198 1.30372 -0.1362 0.0025 0.0097
H 1.87148 5.57807 0.43356 0.1531 -0.0361 -0.0277
H 1.23487 5.07962 2.00305 0.0346 -0.1052 0.1288
H 1.36393 6.79280 1.60101 0.0823 0.0826 0.0641
```
Positions in Å, forces in eV/Å.

The calculation puts the energy above the lowest of the compared OMol25 structures with the same formula, charge and spin at 20.5 kJ/mol. The strongest force on any atom comes out at 0.75 eV/Å. The value obtained for the HOMO energy is -8.048 eV. The HOMO-LUMO gap is 8.8 eV. The SMILES is CC(=O)Oc1c(C)c(C)c2c(c1C)CC[C@@](C)(CCC[C@H](C)CCC[C@H](C)CCCC(C)C)O2.


No. 4
A cluster of 7 separate species, C50H50F3NO16 in total in a non-equilibrium geometry. Source: OMol25; level of theory: ωB97M-V with the def2-TZVPD basis set.

The geometry in XYZ format:
```
120
Properties=species:S:1:pos:R:3:forces:R:3
C 1.78745 1.43693 -3.33708 -1.2545 -0.4157 0.5940
C 1.80022 -0.04253 -3.96319 0.9824 0.7989 -0.6595
C 2.35653 -1.18610 -2.99287 -0.4208 0.1513 -0.9768
C 1.40846 -1.57585 -1.76585 0.9082 -0.7910 0.6198
O 1.05205 -0.43516 -0.91262 1.2836 -1.1364 -0.9743
C 2.12981 -0.11565 -0.00303 -0.4722 0.9847 1.1618
C 1.61666 -0.49656 1.48311 -0.6414 1.1333 -0.0319
C 2.01734 0.63832 2.56331 0.2828 -1.4025 -0.3557
O 0.94405 1.65639 2.58426 0.4472 0.6596 2.6993
C 1.22081 2.52038 3.69426 3.6122 2.0354 -2.0284
O 2.26589 3.22246 3.64872 -3.9285 -2.5681 0.7113
C 0.13301 -2.46740 -2.16772 0.8896 -0.4367 -0.6772
N -0.81065 -1.81291 -3.10045 0.0626 -0.3773 1.5242
C -1.67052 -0.78672 -2.44711 -0.6057 1.5991 -1.6440
C -3.21925 -1.05797 -2.82983 0.9433 0.6512 1.0699
C -4.10268 -0.00979 -1.97338 -0.2865 -1.9170 -1.3715
F -3.51680 1.26684 -1.87608 -1.5725 -2.7727 0.4056
F -5.35634 0.16447 -2.64944 2.4335 0.2105 1.7488
F -4.35839 -0.60887 -0.70708 0.4694 2.3585 -2.3506
O -0.45049 -2.94623 -0.93111 -0.6611 0.0534 -1.1884
C -1.42440 -3.99218 -1.14535 -0.0829 -1.1755 0.8579
C -0.65649 -5.42095 -1.11308 -0.4248 0.7931 -0.5574
H 2.43486 1.55163 -2.39464 -0.5915 -0.1736 -1.6307
H 0.70990 1.63250 -2.98085 1.8750 -0.2149 -0.4455
H 1.99690 2.23359 -4.12806 -0.0621 -1.1077 1.1745
H 0.77106 -0.23882 -4.40654 1.3320 -0.0924 0.8195
H 2.52593 -0.00230 -4.86242 -1.0649 -0.2635 1.3993
H 3.41407 -0.85534 -2.66982 -1.7392 -0.5002 -0.1108
H 2.53194 -2.11751 -3.65512 -0.3821 1.2228 1.1973
H 2.04416 -2.25700 -1.07786 -1.0675 0.6626 -1.1391
H 3.13574 -0.58114 -0.26993 -1.4243 0.3476 0.2608
H 2.28101 1.02917 -0.05585 -0.2631 -1.7110 0.1556
H 0.46430 -0.47124 1.43737 1.7708 -0.1075 -0.0315
H 1.89758 -1.54978 1.80992 -0.0665 1.4733 -0.3718
H 3.01513 1.12798 2.29004 -1.5798 -0.7726 0.6544
H 2.01660 0.17291 3.61985 0.3968 0.6399 -1.6461
H 0.50998 2.61836 4.58040 0.4548 -0.5324 -1.4341
H 0.54477 -3.39520 -2.71973 -0.4081 1.4833 0.6217
H -1.36047 -2.49687 -3.64213 0.4636 0.5149 0.6416
H -1.48724 -0.63750 -1.33435 -0.3195 -0.6909 -1.4060
H -1.40498 0.22349 -2.94660 -0.3209 -1.3855 0.9388
H -3.43011 -0.91676 -3.94849 0.3945 -0.0111 1.7096
H -3.42937 -2.14572 -2.54336 -0.2866 1.8937 -0.2370
H -2.02865 -3.88013 -2.10543 0.8833 -0.0044 1.1392
H -2.17379 -3.92280 -0.27210 1.2145 -0.1066 -1.3173
H 0.15325 -5.32501 -0.31437 -1.1810 -0.4137 -1.0639
H -0.17046 -5.59824 -2.14266 -0.6176 0.1565 1.6545
H -1.39260 -6.27826 -0.91222 1.1809 1.2594 -0.1810
O -0.29859 3.40486 -3.84184 -0.5060 0.4712 -0.0501
C -1.11882 4.22459 -3.47169 0.2794 -0.2382 -0.1335
C -2.07138 3.91918 -2.38454 -0.2075 0.0588 0.2225
C -2.97120 4.81657 -1.98063 0.1329 -0.2868 0.0189
C -3.05311 6.15561 -2.60180 -0.3290 0.2723 0.1707
O -3.87288 6.97469 -2.23163 0.2067 -0.1869 -0.1049
C -2.09961 6.46151 -3.68973 0.2621 -0.0664 -0.2198
C -1.19998 5.56389 -4.09333 -0.1048 0.3128 -0.0323
H -1.99738 2.93540 -1.94014 0.0702 0.0491 -0.0308
H -3.67705 4.60911 -1.18611 -0.0062 0.0324 -0.0129
H -2.17321 7.44619 -4.13452 -0.0351 -0.0058 0.0349
H -0.49378 5.77090 -4.88777 0.0083 -0.0394 0.0087
O -5.53932 -2.91482 -2.09903 -0.1825 -0.2298 -0.0172
C -6.67846 -2.87226 -1.67764 0.1909 -0.0267 -0.0426
C -7.27656 -1.59812 -1.24168 -0.3989 0.3021 0.2386
C -8.52515 -1.54348 -0.77758 0.2398 0.0346 -0.0772
C -9.36304 -2.75690 -0.68130 -0.3681 0.0929 0.1871
O -10.50471 -2.70588 -0.25896 0.3008 -0.0188 -0.0623
C -8.76214 -4.03552 -1.11821 0.2350 -0.1880 -0.1310
C -7.51327 -4.08872 -1.58231 -0.2595 -0.1840 0.0639
H -6.65061 -0.72270 -1.31892 -0.1620 -0.1257 0.0660
H -8.98003 -0.61603 -0.45251 -0.0197 -0.0159 0.0010
H -9.38817 -4.91580 -1.04079 -0.0206 0.0396 0.0189
H -7.05655 -5.01506 -1.90779 0.0246 0.0224 0.0020
O -7.78370 -2.32455 2.64455 -0.1760 0.1939 0.1467
C -8.43625 -1.58791 3.36201 0.2180 -0.2675 -0.2621
C -7.94346 -1.18063 4.69507 -0.0046 0.1491 0.2898
C -8.65977 -0.37579 5.48089 0.2919 -0.1846 -0.0437
C -9.97603 0.14473 5.05223 -0.2792 0.2834 0.2595
O -10.62767 0.88032 5.76894 0.1774 -0.1865 -0.1695
C -10.46854 -0.26270 3.71914 0.0447 -0.1530 -0.2690
C -9.75190 -1.06747 2.93365 -0.2640 0.1613 -0.0331
H -6.97786 -1.56992 4.99332 -0.0117 -0.0157 -0.0425
H -8.31485 -0.06800 6.46006 -0.0422 0.0217 -0.0061
H -11.43410 0.12634 3.42064 0.0132 0.0106 0.0398
H -10.09721 -1.37554 1.95388 -0.0090 -0.0529 -0.0016
O 4.54788 5.42450 -8.04429 0.0144 -0.2647 0.1299
C 4.61222 4.35131 -7.47499 -0.0315 0.4127 -0.1883
C 4.59423 3.07981 -8.22939 0.0069 -0.3424 -0.0250
C 4.66255 1.90382 -7.60449 -0.0325 0.1607 -0.2958
C 4.76085 1.82121 -6.13157 0.0122 -0.3756 0.2335
O 4.82493 0.74833 -5.56209 0.0274 0.2424 -0.1495
C 4.77880 3.09246 -5.37720 0.0017 0.3390 0.0462
C 4.71047 4.26850 -6.00212 0.0223 -0.1721 0.2769
H 4.52262 3.15814 -9.30713 -0.0010 0.0463 0.0217
H 4.64984 0.96319 -8.14077 0.0015 -0.0131 0.0466
H 4.85021 3.01399 -4.29942 -0.0219 -0.0556 -0.0198
H 4.72305 5.20904 -5.46575 -0.0052 0.0103 -0.0448
O 5.08854 0.59951 2.68055 0.3328 0.0626 0.1114
C 5.85197 1.28383 3.33884 -0.1720 -0.1730 -0.1396
C 5.81358 2.75974 3.26852 0.0708 0.2966 0.0108
C 6.65080 3.50778 3.98766 -0.2263 -0.0042 -0.2093
C 7.65117 2.89315 4.88650 0.2161 0.2834 0.1961
O 8.41331 3.57615 5.54375 -0.1880 -0.1828 -0.1656
C 7.68914 1.41611 4.95670 0.0045 -0.2353 -0.0086
C 6.85169 0.66948 4.23728 0.1584 0.1211 0.1630
H 5.07436 3.19340 2.60630 -0.0452 -0.0444 0.0417
H 6.63742 4.58976 3.94826 0.0169 -0.0128 0.0263
H 8.42740 0.98192 5.61858 -0.0287 0.0043 -0.0341
H 6.86441 -0.41070 4.27614 -0.0133 0.0746 -0.0541
O 5.87071 -5.25693 8.04457 0.1723 0.2575 -0.0994
C 6.53267 -4.29082 7.71809 -0.2586 -0.3935 0.1635
C 7.45278 -3.63321 8.66999 0.2325 0.2427 0.0881
C 8.17676 -2.57235 8.31148 -0.0660 -0.1930 0.2282
C 8.09183 -2.00918 6.94713 0.2556 0.3295 -0.0764
O 8.75654 -1.04084 6.62263 -0.2166 -0.3491 0.0803
C 7.17153 -2.66735 5.99501 -0.1806 -0.2306 -0.0101
C 6.44761 -3.72812 6.35341 0.0656 0.2295 -0.2847
H 7.50389 -4.05810 9.66475 -0.0322 -0.0226 -0.0301
H 8.85483 -2.07811 8.99588 0.0040 0.0258 -0.0443
H 7.12023 -2.24391 5.00092 0.0412 -0.0914 0.0223
H 5.76967 -4.22255 5.66897 -0.0021 -0.0209 0.0373
```
Positions in Å, forces in eV/Å.

The strongest force on any atom comes out at 4.75 eV/Å. The value obtained for the HOMO energy is -9.101 eV. The HOMO-LUMO gap is 7.2 eV. The SMILES is CCC[C@@H](OCCCOC=O)[C@H](NCCC(F)(F)F)OCC.O=C1C=CC(=O)C=C1.O=C1C=CC(=O)C=C1.O=C1C=CC(=O)C=C1.O=C1C=CC(=O)C=C1.O=C1C=CC(=O)C=C1.O=C1C=CC(=O)C=C1.


> The lowest strongest force on any atom belongs to which entry?

C31H52O3


> The lowest strongest force on any atom belongs to which entry?

C31H52O3


> Which formula does entry 2 have?

C2H4InO2


> Which of these has the highest strongest force on any atom?

C50H50F3NO16